No. 1
68
Properties=species:S:1:pos:R:3 method="wB97M-V/def2-TZVPD" energy_ev=-220408.8372
C 2.6984 3.2677 -1.0810
C 1.5292 2.5273 -1.6561
O 1.4827 2.0810 -2.7685
N 0.3860 2.4623 -0.7372
C -0.8203 2.9056 -1.4488
C -1.0713 4.3836 -1.3857
O -1.5214 2.1334 -2.0431
C 0.2085 1.1977 -0.1015
C 0.7221 0.0499 -0.6146
C 0.4870 -1.1748 0.0288
N 0.9988 -2.3166 -0.4983
C 0.7317 -3.4409 0.1020
C 1.3459 -4.6962 -0.4627
Br 0.0146 -5.5482 -1.6049
C 2.6820 -4.5398 -1.1921
C 2.7089 -3.8601 -2.5497
Br 3.9396 -3.7043 0.0334
C -0.1280 -3.4891 1.2533
C -0.5313 -4.7718 1.9346
P 0.1866 -4.8690 3.5943
O -0.7624 -4.4389 4.6288
O 1.5477 -4.0273 3.5783
O 0.7266 -6.3604 3.6944
N -0.6032 -2.3937 1.7764
C -0.2917 -1.2091 1.1948
C -0.7835 -0.0069 1.7714
C -1.5433 -0.1770 3.0598
C -0.6623 -0.7127 4.2149
C -0.7656 0.1566 5.4598
S 0.4167 -0.3213 6.7569
C -0.5177 1.1781 1.1298
P -0.9852 2.7857 1.8280
S 0.4279 4.0857 2.1650
H 2.5942 4.3060 -1.4130
H 3.6305 2.8842 -1.4871
H 2.6752 3.2804 0.0054
H -1.1066 4.8028 -2.3902
H -2.0627 4.5300 -0.9524
H -0.3455 4.8977 -0.7610
H 1.2890 0.0432 -1.5342
H 1.5196 -5.4025 0.3468
H 3.0706 -5.5505 -1.3043
H 3.6292 -4.1450 -3.0606
H 2.7072 -2.7787 -2.4532
H 1.8733 -4.1864 -3.1644
H -0.3200 -5.6433 1.3207
H -1.6043 -4.7263 2.1140
H 1.3348 -3.0829 3.5583
H 1.3154 -6.4508 4.4567
H -2.0089 0.7486 3.3857
H -2.3589 -0.8754 2.8708
H 0.3815 -0.8123 3.9037
H -0.9843 -1.7218 4.4794
H -1.7345 0.0099 5.9369
H -0.6059 1.2114 5.2383
H 1.5073 -0.3338 5.9852
H -1.6780 2.5118 3.0027
H -2.0025 3.2251 0.9670
C -2.9777 4.3186 -4.8508
C -2.2982 5.2393 -5.8355
C -1.6160 4.5828 -7.0121
O -2.2958 6.4382 -5.6870
H -3.4285 4.9073 -4.0550
H -3.7547 3.7373 -5.3492
H -2.2490 3.6268 -4.4228
H -2.3409 4.0115 -7.5942
H -0.8437 3.8960 -6.6616
H -1.1647 5.3441 -7.6435



No. 2
69
Properties=species:S:1:pos:R:3 method="wB97M-V/def2-TZVPD" energy_ev=-150344.9054
C -1.4253 2.8091 2.7423
C -0.7400 1.5369 3.5097
C -1.5803 0.2395 3.0757
Cl -2.0913 -0.6341 4.6466
C -0.7689 -0.8381 2.2286
C -1.4832 -1.6857 1.3152
C -3.0532 -1.6194 1.0593
C -3.2855 -0.8108 -0.3275
O -4.1734 0.3552 -0.1189
C -3.5889 1.4523 -0.8390
O -3.9653 1.7772 -1.9852
C -0.5848 -2.7636 0.5377
O -1.0661 -3.8652 0.1619
C 0.9767 -2.4797 0.2571
O 1.6529 -3.1031 -0.8275
C 1.6650 -1.6256 1.1485
C 3.2082 -1.2387 1.0949
C 3.7315 -0.7426 -0.3349
C 3.2208 0.7198 -0.7668
C 2.5431 0.7571 -2.2459
O 3.4119 1.3191 -3.2607
C 3.5556 2.7232 -3.1367
C 2.4810 3.7307 -2.5259
O 4.6206 3.2247 -3.5952
C 0.8015 -1.0192 2.3661
O 1.4156 -0.7338 3.4305
H -2.1166 3.3038 3.5040
H -0.5681 3.4790 2.3902
H -2.0153 2.4893 1.8162
H -0.7690 1.6768 4.6456
H 0.3506 1.5316 3.1658
H -2.5629 0.5552 2.5831
H -3.6335 -1.1330 1.9307
H -3.4720 -2.6917 0.9937
H -2.2756 -0.3594 -0.6578
H -3.7671 -1.4455 -1.1430
H -2.7641 2.0532 -0.3289
H 1.0117 -3.0379 -1.5817
H 3.3411 -0.3500 1.8220
H 3.9068 -2.0673 1.5165
H 4.8820 -0.6708 -0.2473
H 3.5353 -1.4677 -1.1947
H 2.5367 1.2173 0.0210
H 4.1465 1.4118 -0.8236
H 2.3467 -0.3359 -2.5670
H 1.4931 1.2398 -2.2137
H 2.6800 3.9301 -1.4221
H 1.4235 3.3423 -2.7395
H 2.5921 4.7344 -3.0768
Cl -4.4716 1.4281 5.6744
C -5.3648 0.2073 6.5884
Cl -6.6721 0.9388 7.5263
H -5.7896 -0.5144 5.8926
H -4.6796 -0.2957 7.2691
Cl -4.2854 0.5866 -6.9666
C -4.5260 0.6799 -5.2178
Cl -3.9166 -0.7694 -4.4100
H -3.9945 1.5485 -4.8330
H -5.5906 0.7779 -5.0118
Cl 4.6501 1.4738 -8.0518
C 4.4049 1.5734 -6.3030
Cl 4.9945 0.1200 -5.4903
H 4.9448 2.4365 -5.9180
H 3.3405 1.6838 -6.1010
Cl 1.2230 -6.2026 3.3200
C 2.2096 -5.3555 2.1231
Cl 3.5375 -4.4779 2.8940
H 2.6237 -6.0831 1.4270
H 1.5822 -4.6467 1.5856



No. 3
61
Properties=species:S:1:pos:R:3 method="wB97M-V/def2-TZVPD" multiplicity=6 de_lowest_kj_mol=93.80 energy_ev=-76975.7013 total_charge=-1
Fe 0.0593 -0.3550 0.3879
N 2.3418 -0.5461 -0.5962
C 2.8367 -1.8875 -0.2842
C 2.3646 -2.3062 1.1629
O 3.0129 -3.1803 1.7233
O 1.3615 -1.6893 1.5986
H 2.5484 -0.2919 -1.5565
H 2.7996 0.1208 0.0209
H 3.9328 -1.9747 -0.3389
H 2.3930 -2.5915 -0.9909
C 1.4412 2.8623 1.6791
O 0.5806 1.8476 1.1887
C -0.0744 1.9984 -0.0776
C 0.7584 2.7666 -1.1086
H 2.4119 2.8428 1.1707
H 1.5961 2.6474 2.7372
H 1.0079 3.8587 1.5616
H 1.6890 2.2353 -1.2972
H 0.9990 3.7905 -0.7946
H 0.2098 2.8318 -2.0444
I -4.8463 2.9396 -2.4241
C -3.5091 3.1452 -0.7905
C -3.9038 3.8992 0.3277
C -2.9580 3.9328 1.3834
C -1.7356 3.3659 1.2538
N -1.3486 2.6905 0.1066
C -2.3130 2.5213 -0.8845
H -4.8693 4.3653 0.4118
H -3.2115 4.4316 2.3089
H -1.0271 3.3830 2.0627
H -2.0429 1.8695 -1.6974
C -0.5899 -2.9370 -2.5252
C -1.1922 -1.7093 -3.2149
C -0.1895 -0.5546 -3.1915
C -2.5160 -1.3096 -2.5962
C -3.6238 -1.1580 -3.4096
C -4.8670 -0.8530 -2.8842
C -5.0072 -0.7549 -1.5096
C -3.9303 -0.8902 -0.6535
C -4.1702 -0.9160 0.8417
C -3.4294 0.1573 1.6414
C -3.7838 -2.2946 1.3827
C -2.6326 -1.1232 -1.1899
O -1.5881 -1.1632 -0.4222
H 0.2543 -3.3232 -3.0970
H -1.3359 -3.7235 -2.4288
H -0.2445 -2.6625 -1.5289
H -1.3817 -1.9646 -4.2670
H -0.0102 -0.2400 -2.1580
H -0.5709 0.2945 -3.7552
H 0.7555 -0.8724 -3.6306
H -3.5111 -1.2704 -4.4828
H -5.7184 -0.7132 -3.5348
H -5.9888 -0.5543 -1.0969
H -5.2488 -0.7712 0.9984
H -2.3464 0.0547 1.5150
H -3.6609 0.0522 2.7024
H -3.7267 1.1521 1.3241
H -2.7160 -2.4435 1.2451
H -4.3174 -3.0791 0.8499
H -4.0099 -2.3703 2.4455



No. 4
66
Properties=species:S:1:pos:R:3 method="wB97M-V/def2-TZVPD" multiplicity=2 de_lowest_kj_mol=55.11 energy_ev=-137478.1518 total_charge=+2
Mn -0.0394 0.9588 1.0231
C -0.5851 1.1563 5.2942
C 0.7037 0.9673 5.7574
C 1.7332 0.8407 4.8388
C 1.4383 0.9039 3.4893
N 0.1792 1.0322 3.0327
C -0.8031 1.1739 3.9279
C 2.4784 0.8511 2.4356
C 3.8163 1.1256 2.6642
C 4.6946 1.0757 1.5943
C 4.2155 0.7446 0.3366
C 2.8637 0.4963 0.1927
N 2.0075 0.5556 1.2158
H -1.4153 1.2875 5.9728
H 0.9106 0.9287 6.8184
H 2.7503 0.6928 5.1712
H -1.7961 1.3118 3.5322
H 4.1638 1.3971 3.6500
H 5.7429 1.2976 1.7425
H 4.8717 0.6913 -0.5203
H 2.4397 0.2157 -0.7610
N 0.0066 1.1678 -1.1791
C 0.2179 2.5872 -1.5288
C -0.2767 2.9915 -2.9108
C 0.2621 2.1439 -4.0684
C -0.4558 0.8279 -4.3727
N -1.8996 1.0254 -4.5588
C -2.8879 0.5413 -3.8254
N -2.6742 -0.3605 -2.8613
N -4.1340 0.9756 -4.0340
C -0.4566 3.3730 -0.3969
O -1.1611 4.3303 -0.6199
O -0.1812 2.8653 0.7674
H 0.6070 0.5439 -1.7052
H -0.9564 0.9204 -1.3916
H 1.2905 2.7900 -1.4514
H 0.0421 4.0217 -3.0671
H -1.3704 3.0332 -2.9054
H 1.3162 1.9043 -3.8966
H 0.2429 2.7384 -4.9853
H -0.2943 0.0802 -3.5995
H -0.0705 0.4042 -5.3000
H -2.1583 1.7027 -5.2612
H -1.8037 -0.8630 -2.7629
H -3.4546 -0.7347 -2.3497
H -4.3292 1.7089 -4.6942
H -4.9185 0.5629 -3.5610
C 2.3502 -3.5292 0.5643
N 0.9765 -3.9785 0.7648
C 0.6247 -5.1548 1.3974
C -0.7194 -5.2318 1.3646
N -1.1718 -4.1004 0.7123
C -2.5736 -3.8084 0.4493
C -0.1288 -3.3343 0.3464
Se -0.1642 -1.6865 -0.5457
H 2.9869 -4.4032 0.4593
H 2.6795 -2.9317 1.4132
H 2.3929 -2.9300 -0.3401
H 1.3589 -5.8249 1.8072
H -1.3917 -5.9821 1.7402
H -3.1213 -4.7461 0.4226
H -2.6522 -3.3089 -0.5117
H -2.9811 -3.1656 1.2279
N -3.1713 1.0267 1.2755
C -2.0390 0.8195 1.1485
H -4.1279 1.2839 1.4155